# 1
# C3H5N2P

One molecule with the formula C3H5N2P at a distorted geometry (ωB97M-V/def2-TZVPD, OMol25).

electronic energy: -567.99241 hartree
energy above the lowest of the compared OMol25 structures with the same formula, charge and spin: 102.90 kcal/mol
HOMO (spin up / spin down): -8.17 / -8.17 eV

Positions of all 11 atoms, in Å:
C -1.493 -0.241 -0.591
C 0.078 1.119 0.631
C 1.514 1.389 0.631
N -0.765 0.658 -0.084
N 0.250 -2.509 0.344
P -0.893 -1.949 -0.383
H -2.350 0.016 -1.234
H 1.780 1.488 -0.365
H 1.869 0.425 1.016
H 1.742 2.189 1.282
H -1.731 -2.584 -1.245



# 2
# C33H58IN5O4PS

C33H58IN5O4PS as an isolated structure at a distorted geometry (ωB97M-V/def2-TZVPD, OMol25).

electronic energy: -2904.03262 hartree
HOMO (spin up / spin down): -8.33 / -8.78 eV
spin multiplicity: 4

Positions of all 103 atoms, in Å:
O 4.232 2.171 -1.127
P 3.928 1.154 -2.388
I 4.761 2.433 -4.313
C 2.111 1.312 -2.441
C 1.359 0.113 -2.446
C 0.010 0.136 -2.430
C -0.652 1.382 -2.416
N -1.981 1.588 -2.374
S -2.173 3.174 -2.392
N -0.659 3.685 -2.458
C 0.093 2.567 -2.444
C 1.504 2.529 -2.444
H 3.415 2.313 -0.635
H 1.852 -0.847 -2.446
H -0.548 -0.788 -2.434
H 2.101 3.428 -2.453
C -1.599 -2.845 -7.856
C -2.205 -3.349 -6.517
C -3.595 -3.951 -6.742
C -4.682 -2.912 -7.006
C -4.700 -1.874 -5.885
C -3.337 -1.220 -5.663
N -2.256 -2.246 -5.511
O -2.293 -2.742 -4.315
C -3.048 -0.265 -6.838
C -3.379 -0.333 -4.426
C -1.278 -4.465 -6.046
H -2.193 -3.160 -8.715
H -1.494 -1.766 -7.905
H -0.589 -3.229 -7.997
H -3.882 -4.534 -5.861
H -3.547 -4.658 -7.572
H -4.525 -2.433 -7.976
H -5.654 -3.405 -7.058
H -5.436 -1.098 -6.108
H -5.030 -2.358 -4.960
H -2.024 0.110 -6.793
H -3.714 0.596 -6.785
H -3.210 -0.714 -7.816
H -3.696 -0.873 -3.535
H -4.086 0.482 -4.574
H -2.405 0.102 -4.230
H -0.286 -4.077 -5.812
H -1.175 -5.200 -6.845
H -1.659 -4.983 -5.168
C -2.323 2.070 5.080
C -3.095 2.267 3.746
C -3.868 0.999 3.372
C -2.983 -0.132 2.855
C -2.125 0.361 1.692
C -1.303 1.599 2.050
N -2.162 2.667 2.651
O -2.819 3.273 1.713
C -0.158 1.184 2.993
C -0.610 2.134 0.808
C -4.108 3.372 4.021
H -2.605 1.141 5.579
H -1.244 2.066 4.960
H -2.524 2.888 5.772
H -4.604 1.241 2.598
H -4.438 0.660 4.238
H -2.356 -0.526 3.660
H -3.610 -0.960 2.518
H -1.450 -0.433 1.366
H -2.776 0.584 0.840
H 0.366 2.059 3.381
H 0.572 0.584 2.451
H -0.475 0.572 3.834
H -1.304 2.352 0.000
H 0.095 1.390 0.436
H -0.049 3.045 1.031
H -3.609 4.319 4.233
H -4.702 3.099 4.893
H -4.794 3.527 3.190
C 5.812 0.146 2.890
C 4.557 0.660 3.648
C 4.960 1.514 4.853
C 5.508 0.706 6.025
C 4.514 -0.383 6.423
C 4.124 -1.285 5.253
N 3.687 -0.481 4.067
O 2.478 -0.059 4.253
C 5.318 -2.198 4.909
C 3.005 -2.229 5.678
C 3.824 1.557 2.657
H 6.726 0.619 3.250
H 5.947 -0.929 2.954
H 5.736 0.352 1.822
H 4.089 2.080 5.201
H 5.696 2.255 4.534
H 6.478 0.272 5.770
H 5.679 1.368 6.876
H 4.936 -0.997 7.222
H 3.618 0.090 6.837
H 5.133 -2.753 3.988
H 5.468 -2.925 5.706
H 6.260 -1.662 4.807
H 2.138 -1.696 6.064
H 3.364 -2.885 6.471
H 2.681 -2.853 4.844
H 3.459 0.980 1.804
H 4.516 2.313 2.285
H 2.978 2.075 3.106



# 3
# C34H59BrNP3V

C34H59BrNP3V as an isolated structure at a distorted geometry (ωB97M-V/def2-TZVPD, OMol25).

electronic energy: -5926.94180 hartree
net charge: +2
energy above the lowest of the compared OMol25 structures with the same formula, charge and spin: 0.00 kcal/mol
HOMO (spin up / spin down): -12.31 / -12.33 eV
spin multiplicity: 4

Positions of all 99 atoms, in Å:
C -0.452 -5.077 2.645
C -0.633 -4.747 1.275
C -1.823 -5.187 0.656
C -2.675 -6.059 1.335
N -2.432 -6.423 2.580
C -1.371 -5.962 3.244
C 0.244 -3.944 0.468
C 0.425 -3.578 -0.705
C 0.998 -2.763 -1.692
C 0.583 -1.436 -1.986
C 1.282 -0.648 -2.977
C 2.674 -1.108 -3.235
C 2.993 -2.447 -2.994
C 2.075 -3.284 -2.404
V 2.621 -0.003 -1.511
P -1.054 -0.096 1.285
H -2.024 -4.867 -0.368
H 0.382 -4.684 3.191
H -3.557 -6.455 0.815
H -1.218 -6.296 4.279
H 2.169 -4.393 -2.508
H -0.410 -1.141 -1.693
H 3.948 -2.860 -3.355
H 0.865 0.239 -3.458
C -1.847 1.467 1.887
C -3.233 1.400 2.532
H -1.893 2.119 0.996
H -1.165 1.973 2.590
H -3.569 2.420 2.773
H -3.986 0.961 1.864
H -3.214 0.837 3.474
C -2.500 -1.166 0.842
C -3.083 -2.054 1.943
H -2.125 -1.812 0.033
H -3.302 -0.546 0.413
H -3.828 -2.745 1.516
H -2.316 -2.697 2.406
H -3.589 -1.485 2.734
C -0.347 -0.867 2.813
C -1.070 -0.625 4.136
H 0.673 -0.463 2.905
H -0.221 -1.948 2.644
H -0.498 -1.081 4.961
H -1.166 0.446 4.370
H -2.071 -1.078 4.156
Br 4.237 0.022 -3.918
P -1.922 1.029 -2.309
C -3.598 1.483 -1.851
C -4.280 2.576 -2.678
H -3.539 1.828 -0.800
H -4.217 0.572 -1.865
H -5.268 2.797 -2.238
H -3.716 3.519 -2.681
H -4.449 2.283 -3.725
C -1.141 2.510 -3.095
C -0.941 2.605 -4.599
H -0.141 2.561 -2.632
H -1.671 3.409 -2.761
H -0.357 3.512 -4.831
H -0.383 1.764 -5.020
H -1.877 2.703 -5.163
C -2.046 -0.236 -3.638
C -3.199 -0.209 -4.633
H -2.111 -1.202 -3.110
H -1.092 -0.247 -4.180
H -3.123 -1.093 -5.287
H -4.172 -0.272 -4.136
H -3.209 0.667 -5.294
C 2.836 -1.164 1.436
C 2.893 0.300 1.908
C 4.308 0.736 2.369
P 2.042 1.393 0.703
C 1.336 2.789 1.810
C 2.281 3.424 2.832
C 0.588 3.834 0.967
C 3.376 2.138 -0.420
C 4.200 3.388 0.049
C 4.472 1.062 -0.835
H 3.423 -1.343 0.518
H 1.802 -1.456 1.246
H 3.243 -1.795 2.240
H 2.278 0.385 2.827
H 5.026 0.794 1.542
H 4.304 1.713 2.883
H 4.692 -0.023 3.080
H 0.587 2.242 2.407
H 3.174 3.855 2.368
H 1.740 4.220 3.363
H 2.596 2.699 3.592
H -0.128 3.352 0.288
H 0.011 4.499 1.634
H 1.279 4.448 0.366
H 2.766 2.578 -1.234
H 4.805 3.178 0.941
H 4.898 3.584 -0.784
H 3.651 4.330 0.216
H 4.342 -0.100 -0.987
H 4.923 1.454 -1.762
H 5.208 1.062 0.006



# 4
# C22H28AsBr4EuN3O2

C22H28AsBr4EuN3O2 as an isolated structure at a distorted geometry (ωB97M-V/def2-TZVPD, OMol25).

electronic energy: -14411.65198 hartree
net charge: +2
energy above the lowest of the compared OMol25 structures with the same formula, charge and spin: 10.35 kcal/mol
HOMO (spin up / spin down): -11.73 / -14.63 eV
spin multiplicity: 8

Positions of all 61 atoms, in Å:
Eu -0.623 0.006 0.115
O -0.070 1.917 1.542
C -0.954 2.331 2.610
C -2.057 3.227 2.072
C -2.834 2.569 0.919
C -3.533 1.307 1.355
C -4.708 1.388 2.091
C -5.367 0.228 2.453
C -4.817 -0.988 2.069
C -3.617 -0.990 1.392
N -2.963 0.132 1.039
H 0.418 2.699 1.272
H -0.386 2.849 3.382
H -1.357 1.412 3.036
H -1.627 4.169 1.720
H -2.735 3.471 2.892
H -2.156 2.353 0.085
H -3.581 3.277 0.557
H -5.112 2.358 2.354
H -6.291 0.269 3.013
H -5.314 -1.920 2.302
H -3.151 -1.928 1.113
Br -0.209 -6.515 2.974
C -0.263 -4.796 2.236
C 0.117 -3.689 2.982
C 0.028 -2.446 2.392
N -0.365 -2.241 1.130
C -0.722 -3.320 0.403
C -0.694 -4.602 0.931
C -1.170 -3.069 -0.998
C -1.249 -4.095 -1.928
C -1.686 -3.816 -3.216
Br -1.793 -5.181 -4.495
C -2.041 -2.512 -3.536
C -1.920 -1.552 -2.553
N -1.486 -1.798 -1.314
H 0.455 -3.799 4.003
H 0.301 -1.563 2.960
H -1.015 -5.455 0.351
H -0.960 -5.104 -1.679
H -2.413 -2.261 -4.519
H -2.194 -0.524 -2.769
Br 2.319 0.094 1.142
C 3.174 -1.046 -0.172
Br 1.829 -1.536 -1.470
H 3.545 -1.937 0.316
H 3.962 -0.492 -0.663
C -1.727 2.691 -3.549
As 0.024 2.076 -2.997
C 0.750 0.867 -4.313
C 1.205 3.588 -2.817
O -0.098 1.309 -1.503
H -1.837 2.566 -4.626
H -1.826 3.747 -3.308
H -2.499 2.125 -3.033
H 0.622 1.299 -5.306
H 0.239 -0.092 -4.263
H 1.812 0.729 -4.122
H 1.196 4.168 -3.740
H 2.216 3.233 -2.629
H 0.876 4.218 -1.995



> Which of these has the lowest electronic energy?

C22H28AsBr4EuN3O2